11
Properties=species:S:1:pos:R:3 method="wB97M-V/def2-TZVPD" relative_energy_kj_mol=357.63 total_charge=0 homo_energy_ha=-0.3372 largest_force_ev_per_a=8.689
C -0.01 -0.09 -0.45
C 1.45 0.19 -0.71
C -0.03 0.10 0.93
C -0.99 0.48 1.90
H -0.89 -0.70 -2.20
H -1.85 -1.31 -0.58
H 1.83 0.23 -1.78
N -1.01 -0.49 -1.29
N 2.12 0.51 0.31
N -1.89 0.62 2.56
O 1.27 0.46 1.31



10
Properties=species:S:1:pos:R:3 method="wB97M-V/def2-TZVPD" relative_energy_kj_mol=520.60 total_charge=+1 homo_energy_ha=-0.6017 largest_force_ev_per_a=4.320
C 1.15 0.54 -0.49
C 1.30 -0.46 0.60
C -1.37 0.02 0.02
N 0.04 0.11 -0.04
H 2.24 1.25 -1.81
H 1.30 -1.47 0.34
H 1.72 0.01 1.43
H -1.77 0.98 0.31
H -1.44 -0.73 0.78
H -1.81 -0.36 -0.95



71
Properties=species:S:1:pos:R:3 method="wB97M-V/def2-TZVPD" total_charge=-1 homo_energy_ha=-0.1443 largest_force_ev_per_a=6.177
C 2.89 -1.55 -0.58
C 2.08 -0.95 0.73
O 0.89 -1.69 0.81
P -0.52 -1.03 1.58
C -1.47 -2.23 0.42
S -3.17 -1.88 -0.09
C -3.34 -0.75 -1.54
C -4.93 -0.55 -1.80
C -2.06 -0.49 2.57
C -2.56 -1.50 3.72
C -3.17 -2.88 3.23
O -1.57 -1.72 4.79
P 0.68 0.09 3.05
O 1.15 1.50 2.62
C -0.69 0.43 0.35
C -1.34 1.82 0.69
C -1.51 2.97 -0.36
C -1.03 2.83 -1.83
C -0.36 1.48 -2.19
C -0.22 0.36 -1.16
H 3.55 -2.41 -0.19
H 2.15 -1.95 -1.36
H 3.59 -0.75 -1.02
H 2.05 0.16 0.53
H 2.87 -1.11 1.58
H -0.42 -2.17 2.52
H -0.83 -2.32 -0.54
H -1.43 -3.30 0.87
H -2.97 0.30 -1.22
H -2.76 -1.04 -2.48
H -5.12 0.34 -2.51
H -5.43 -1.52 -2.13
H -5.38 -0.22 -0.79
H -1.75 0.46 3.16
H -2.93 -0.04 1.96
H -3.43 -0.94 4.26
H -2.31 -3.54 2.87
H -4.03 -2.78 2.49
H -3.59 -3.41 4.18
H -1.53 -2.69 4.90
H 0.04 0.27 4.35
H 1.88 -0.62 3.48
H -1.73 2.05 1.73
H -2.03 3.94 -0.04
H -1.20 3.70 -2.56
H 0.04 1.32 -3.25
H 0.25 -0.63 -1.51
O -2.21 5.35 -2.37
C -1.64 6.37 -2.07
O -1.31 6.72 -0.80
C -0.74 8.03 -0.79
C -0.24 8.26 -2.20
C -1.23 7.46 -3.03
H -1.52 8.74 -0.51
H 0.07 8.08 -0.06
H -0.19 9.31 -2.47
H 0.76 7.83 -2.31
H -2.11 8.05 -3.29
H -0.77 7.05 -3.92
O 6.22 -3.45 -2.15
C 5.73 -4.34 -1.51
O 4.60 -4.21 -0.75
C 4.37 -5.42 -0.04
C 5.10 -6.49 -0.81
C 6.28 -5.73 -1.38
H 4.75 -5.31 0.98
H 3.29 -5.62 0.01
H 5.38 -7.35 -0.20
H 4.47 -6.85 -1.63
H 7.12 -5.72 -0.68
H 6.59 -6.13 -2.34



4
Properties=species:S:1:pos:R:3 method="wB97M-V/def2-TZVPD" relative_energy_kj_mol=127.50 total_charge=+1 homo_energy_ha=-0.5198 largest_force_ev_per_a=1.096
O -0.73 -0.23 0.75
H -0.53 -1.15 1.04
H -1.45 0.06 1.35
Li 2.71 1.32 -3.14



18
Properties=species:S:1:pos:R:3 method="wB97M-V/def2-TZVPD" relative_energy_kj_mol=391.45 total_charge=0 homo_energy_ha=-0.3191 largest_force_ev_per_a=1.595
C 2.45 0.57 -0.75
C 0.90 -1.22 1.57
C -1.13 1.14 -1.02
C 0.17 1.37 -0.99
C -1.76 0.11 -0.18
C -1.74 0.10 1.15
C 1.16 0.65 -0.10
C 0.74 -0.75 0.28
N 3.46 0.47 -1.27
N 1.05 -1.60 2.64
S -2.19 -1.35 -1.06
S 0.22 -1.80 -0.96
H -1.77 1.64 -1.73
H 0.61 2.11 -1.66
H -1.41 0.95 1.72
H -2.13 -0.74 1.71
H 1.30 1.23 0.83
H 0.07 -2.88 -0.19



70
Properties=species:S:1:pos:R:3 method="wB97M-V/def2-TZVPD" relative_energy_kj_mol=250.05 total_charge=+4 homo_energy_ha=-0.6326 largest_force_ev_per_a=3.948
Br 2.33 2.56 1.11
C 2.51 5.53 3.63
C 2.58 4.49 4.75
O 2.47 4.80 5.90
N 2.61 3.03 4.37
H 2.44 2.89 3.38
H 3.56 2.74 4.52
C 1.46 2.19 5.02
H 1.64 5.38 3.00
H 3.38 5.62 2.99
H 2.49 6.53 4.07
H 0.66 2.22 4.28
H 1.06 2.70 5.89
H 2.02 1.25 5.11
C -0.40 2.74 -1.21
N -1.54 2.13 -0.42
C -2.57 1.54 -1.14
C -3.65 1.05 -0.43
C -3.70 1.05 0.93
C -2.59 1.63 1.61
C -1.51 2.24 0.92
C -4.87 0.37 1.60
C -5.49 1.10 2.63
C -6.63 0.59 3.27
N -7.10 -0.62 2.93
C -6.59 -1.25 1.88
C -5.41 -0.83 1.21
C -8.15 -1.17 3.73
H 0.28 3.21 -0.50
H -0.77 3.55 -1.84
H 0.17 1.99 -1.76
H -2.51 1.48 -2.22
H -4.53 0.72 -0.96
H -2.77 1.73 2.67
H -0.59 2.65 1.33
H -5.11 2.06 2.95
H -7.08 1.06 4.13
H -7.08 -2.13 1.50
H -4.95 -1.51 0.51
H -7.73 -1.86 4.46
H -8.99 -1.45 3.10
H -8.53 -0.36 4.36
C 2.39 -1.50 1.50
N 2.73 -1.91 0.06
C 2.92 -0.85 -0.80
C 3.13 -1.14 -2.15
C 3.17 -2.52 -2.60
C 3.06 -3.50 -1.66
C 2.84 -3.21 -0.31
C 3.39 -2.82 -4.04
C 4.33 -3.70 -4.54
C 4.41 -4.03 -5.90
N 3.49 -3.50 -6.75
C 2.58 -2.50 -6.34
C 2.54 -2.15 -4.92
C 3.71 -3.62 -8.23
H 1.65 -0.70 1.43
H 3.36 -1.26 1.92
H 1.87 -2.35 1.95
H 3.02 0.10 -0.31
H 3.34 -0.32 -2.82
H 3.24 -4.56 -1.81
H 2.93 -3.96 0.46
H 4.99 -4.14 -3.81
H 5.06 -4.78 -6.31
H 2.07 -2.03 -7.17
H 1.76 -1.51 -4.54
H 4.58 -3.02 -8.50
H 2.82 -3.45 -8.84
H 3.81 -4.71 -8.28



43
Properties=species:S:1:pos:R:3 method="wB97M-V/def2-TZVPD" s_squared=2.42 spin_multiplicity=3 total_charge=+1 homo_energy_ha="-0.4001 / -0.3824" largest_force_ev_per_a=2.729
C -0.28 -3.06 0.04
O -1.51 -3.16 -0.80
C -1.50 -1.98 -1.72
In -1.94 -0.01 -0.69
C -3.57 1.10 -1.81
N -4.77 1.28 -0.86
O -0.24 1.25 -0.47
C 0.35 0.84 0.85
C 1.72 1.68 1.23
C 2.37 1.20 2.69
C 2.82 1.80 0.03
C 3.20 0.40 -0.73
C 3.26 -0.93 0.21
C 2.29 0.10 -2.10
P -2.89 -0.60 1.62
S -3.14 0.99 2.72
H 0.43 -4.00 -0.15
H 0.28 -2.09 -0.30
H -0.54 -3.06 1.20
H -0.51 -2.01 -2.36
H -2.40 -2.18 -2.48
H -3.21 2.16 -2.22
H -3.94 0.45 -2.73
H -5.29 0.35 -0.78
H -4.32 1.49 0.08
H -0.46 1.19 1.65
H 0.44 -0.32 0.97
H 1.35 2.80 1.44
H 1.86 1.73 3.60
H 3.54 1.43 2.72
H 2.29 0.02 2.74
H 3.79 2.29 0.45
H 2.37 2.55 -0.78
H 4.31 0.55 -1.16
H 3.89 -0.66 1.17
H 2.23 -1.44 0.43
H 3.90 -1.75 -0.38
H 3.00 -0.21 -3.00
H 1.84 1.16 -2.41
H 1.47 -0.70 -1.85
H -1.95 -1.53 2.23
H -4.15 -1.25 1.37
Cr -6.39 2.11 0.35



86
Properties=species:S:1:pos:R:3 method="wB97M-V/def2-TZVPD" relative_energy_kj_mol=112.35 total_charge=+1 homo_energy_ha=-0.3534 largest_force_ev_per_a=2.056
Ti 0.34 1.13 0.54
C -1.94 -1.40 -4.61
C -1.31 -2.11 -3.60
C -1.18 -1.57 -2.33
C -1.69 -0.30 -2.06
C -2.31 0.41 -3.09
C -2.44 -0.13 -4.35
N -1.60 0.29 -0.79
C -2.72 0.55 -0.15
C -4.01 0.06 -0.52
C -5.12 0.43 0.16
C -5.04 1.32 1.27
C -3.83 1.79 1.68
C -2.65 1.41 1.00
N -1.43 1.87 1.33
N -1.38 2.78 2.25
C -0.16 3.25 2.57
C -0.08 4.26 3.54
C 1.14 4.79 3.86
C 2.27 4.27 3.22
C 2.11 3.28 2.27
N 0.93 2.77 1.91
H -2.09 -1.85 -5.58
H -0.93 -3.10 -3.78
H -0.74 -2.16 -1.55
H -2.72 1.39 -2.87
H -2.95 0.42 -5.12
H -4.09 -0.62 -1.36
H -6.09 0.05 -0.13
H -5.94 1.61 1.78
H -3.73 2.44 2.54
H -1.00 4.59 4.01
H 1.23 5.58 4.58
H 3.25 4.63 3.46
H 2.99 2.88 1.78
C -1.38 -3.01 4.60
C -1.98 -2.80 3.21
N -1.03 -2.99 2.13
C -0.80 -4.34 1.65
C 0.43 -4.95 2.32
C -0.30 -2.00 1.64
S -0.48 -0.43 2.34
N 0.57 -2.32 0.68
C 1.10 -1.54 -0.22
O 0.77 -0.32 -0.44
C 2.06 -2.18 -1.15
C 2.67 -1.43 -2.15
C 3.56 -2.02 -3.02
C 3.83 -3.38 -2.92
C 3.21 -4.14 -1.94
C 2.33 -3.55 -1.06
H -2.12 -2.75 5.35
H -0.51 -2.38 4.74
H -1.10 -4.05 4.76
H -2.37 -1.78 3.14
H -2.80 -3.50 3.05
H -0.65 -4.31 0.57
H -1.69 -4.94 1.87
H 1.30 -4.34 2.09
H 0.59 -5.96 1.96
H 0.30 -4.98 3.39
H 2.43 -0.37 -2.23
H 4.03 -1.44 -3.79
H 4.52 -3.84 -3.60
H 3.41 -5.20 -1.87
H 1.83 -4.13 -0.29
S 2.56 0.19 1.65
C 3.15 0.96 0.25
C 4.49 0.84 -0.17
C 4.92 1.57 -1.25
C 4.01 2.41 -1.89
C 2.71 2.47 -1.43
N 2.27 1.76 -0.39
H 5.14 0.18 0.38
H 5.95 1.52 -1.57
H 4.32 3.02 -2.72
H 2.01 3.15 -1.90
I -2.52 6.06 -2.39
C -1.39 4.35 -2.00
C -0.92 3.45 -2.93
N -0.27 2.49 -2.24
N -0.31 2.72 -0.93
C -0.98 3.85 -0.76
H -0.99 3.46 -4.00
H 0.16 1.65 -2.60
H -1.17 4.28 0.21